Entry from the Open Molecules 2025 dataset: a structure of composition C46H49FeN3O4S5Sb2 in a non-equilibrium geometry (ωB97M-V with the def2-TZVPD basis set).

Geometry (Å):
Fe1 1.31288 0.86887 0.44416
S1 2.17450 0.78146 3.10643
S2 0.81355 1.06479 4.50603
S3 2.56958 3.82632 4.24837
S4 3.32102 2.62783 2.93941
C1 0.94122 -2.50753 1.52223
C2 -0.51144 -2.17624 1.85132
C3 -0.91866 -0.72506 1.58763
Sb1 -1.84796 0.29140 -0.14721
C4 -1.61693 -0.40301 -2.19580
C5 -1.75851 0.67184 -3.07303
C6 -1.77639 0.48377 -4.45076
C7 -1.64454 -0.79139 -4.97560
C8 -1.50826 -1.87166 -4.11430
C9 -1.50097 -1.67638 -2.74059
C10 -3.64253 -0.93675 -0.01970
C11 -4.58754 -0.85072 -1.04512
C12 -5.75646 -1.59584 -1.01149
C13 -6.00819 -2.45571 0.05050
C14 -5.08258 -2.55655 1.07587
C15 -3.91483 -1.79972 1.04036
Sb2 1.25264 -2.64474 -0.61656
C16 3.23976 -3.45438 -0.55220
C17 4.03043 -3.46342 0.59340
C18 5.33380 -3.94211 0.55346
C19 5.86981 -4.41307 -0.63728
C20 5.09619 -4.40362 -1.79009
C21 3.79264 -3.92358 -1.74412
C22 0.29599 -4.60415 -0.61464
C23 1.00938 -5.80246 -0.62761
C24 0.35685 -7.02883 -0.59466
C25 -1.02789 -7.08590 -0.53901
C26 -1.75599 -5.90602 -0.51371
C27 -1.09870 -4.68291 -0.55680
H1 1.22697 -3.47901 1.92793
H2 1.60618 -1.75188 1.94890
H3 -0.65313 -2.34874 2.92508
H4 -1.18426 -2.87444 1.34823
H5 -0.11839 -0.06709 1.95033
H6 -1.73652 -0.43284 2.25634
H7 -1.84225 1.68044 -2.67871
H8 -1.87875 1.33677 -5.11056
H9 -1.64224 -0.94332 -6.04773
H10 -1.40729 -2.87494 -4.51099
H11 -1.41852 -2.54363 -2.10675
H12 -4.40678 -0.19818 -1.89260
H13 -6.47144 -1.51063 -1.82117
H14 -6.91734 -3.04371 0.07442
H15 -5.26466 -3.22415 1.90968
H16 -3.21537 -1.89863 1.85925
H17 3.64070 -3.07907 1.52795
H18 5.93470 -3.93534 1.45420
H19 6.88781 -4.78093 -0.66788
H20 5.50663 -4.76711 -2.72442
H21 3.20206 -3.91217 -2.65502
H22 2.09230 -5.78802 -0.65518
H23 0.93660 -7.94417 -0.60726
H24 -1.53516 -8.04215 -0.51113
H25 -2.83770 -5.93076 -0.45967
H26 -1.70398 -3.78486 -0.52329
C28 5.40250 -0.06570 -3.15422
N1 5.04549 -0.14385 -1.73826
C29 4.31902 0.70364 -0.99342
S5 3.66093 0.06518 0.47244
N2 4.15187 1.98925 -1.25587
C30 4.60103 2.76121 -2.40372
H27 5.80888 -1.03842 -3.42299
H28 6.17462 0.67791 -3.33820
H29 4.52299 0.13360 -3.76148
H30 4.98186 -1.08069 -1.36757
H31 3.48748 2.44866 -0.63792
H32 5.68790 2.75928 -2.47587
H33 4.27677 3.78598 -2.23705
H34 4.15367 2.40176 -3.32789
C31 -5.23655 1.42640 2.49667
C32 -4.27324 2.40920 1.88101
C33 -4.53074 2.90875 0.60712
C34 -3.66907 3.83167 0.03255
C35 -2.56294 4.28654 0.72591
C36 -2.29625 3.79514 2.00409
N3 -1.25316 4.30021 2.76421
C37 -0.21356 5.11905 2.29999
C38 -0.06602 6.37786 2.88237
C39 0.93184 7.24500 2.47720
C40 1.79337 6.87537 1.45229
C41 1.67373 5.61520 0.89617
C42 0.69748 4.71617 1.31985
C43 0.82832 3.29477 0.86611
O1 0.11536 2.39080 1.36765
O2 1.73959 2.99663 0.03868
C44 -3.13855 2.82958 2.57926
C45 -2.78693 2.29697 3.94220
H35 -6.04193 1.19619 1.79990
H36 -5.67920 1.82447 3.41299
H37 -4.74798 0.48600 2.75515
H38 -5.40317 2.56344 0.06572
H39 -3.86877 4.21219 -0.96209
H40 -1.90452 5.02443 0.28611
H41 -1.27920 4.13878 3.75514
H42 -0.76670 6.66831 3.65558
H43 1.02428 8.21529 2.94873
H44 2.57148 7.54830 1.11727
H45 2.37487 5.27275 0.14759
H46 -1.74587 1.95875 3.96156
H47 -3.41896 1.46044 4.22907
H48 -2.90157 3.06324 4.71861
O3 2.12039 1.06788 -3.45831
C46 1.38361 1.38060 -2.53274
O4 1.14074 0.67291 -1.49444
H49 0.86277 2.35694 -2.56596

Results
* spin multiplicity: 6
* HOMO level (alpha / beta): -3.83 / -4.13 eV
* energy: -162799.9793 eV
* energy relative to the best compared isomer or geometry (same formula, charge and spin): 161.8 kJ/mol
* net charge: -1
* LUMO energy (alpha / beta): 2.32 / 1.73 eV